# 1
C24H49Cl16F4N3O3PS | the ωB97M-V functional and the def2-TZVPD basis

Results
total charge	+1
highest occupied orbital energy	-11.8	eV
Kohn-Sham gap	8.66	eV
E	-9835.6162	Eh

Last column: Mulliken charge in e.
Positions of all 101 atoms, in Å:
C1 2.599 -1.214 2.882  -0.9141
C2 2.061 -1.521 1.503  0.1125
F1 3.122 -1.951 0.741  -0.3769
C3 1.027 -2.661 1.517  -0.0599
O1 1.172 -3.434 0.347  -0.4745
C4 0.532 -4.670 0.528  -0.8063
C5 -0.966 -4.573 0.824  0.2705
C6 -1.842 -4.417 -0.420  -1.5381
N1 -1.330 -3.415 1.781  0.2345
S1 -1.501 -4.018 3.489  1.1067
O2 -1.860 -5.379 3.362  -0.6388
O3 -0.320 -3.654 4.179  -0.5235
C7 -3.050 -3.159 4.230  0.7269
F2 -2.674 -2.189 5.016  -0.1610
F3 -3.644 -4.118 4.916  -0.1847
F4 -3.833 -2.759 3.240  -0.1196
C8 -0.450 -2.172 1.561  -0.6450
N2 -0.816 -1.656 0.260  -0.2380
P1 -0.813 -0.762 2.765  0.5084
N3 -2.279 -0.255 2.736  -0.7968
H1 3.386 -0.465 2.820  -0.0308
H2 3.033 -2.118 3.311  0.4138
H3 1.840 -0.832 3.565  0.4095
H4 1.680 -0.628 1.002  0.3591
H5 1.217 -3.334 2.361  0.5695
H6 1.047 -5.261 1.296  0.3318
H7 0.620 -5.224 -0.407  0.4825
H8 -1.247 -5.521 1.276  0.5848
H9 -1.472 -3.623 -1.062  0.3554
H10 -1.856 -5.355 -0.973  0.5004
H11 -2.850 -4.197 -0.066  0.3921
H12 -2.275 -3.116 1.494  0.0045
H13 -0.365 -0.768 0.074  0.3738
H14 -1.820 -1.536 0.156  0.1022
H15 0.117 0.192 2.326  0.1591
H16 -0.359 -1.137 4.036  0.1069
H17 -2.953 -0.691 2.123  0.2826
Cl1 -7.306 -3.263 -1.401  -0.1895
C9 -6.429 -1.753 -1.754  -0.0433
C10 -4.944 -1.943 -1.638  -0.5806
Cl2 -4.455 -2.238 0.077  -0.1167
H18 -6.794 -0.986 -1.076  0.3832
H19 -6.674 -1.452 -2.773  -0.1428
H20 -4.419 -1.047 -1.963  0.3806
H21 -4.598 -2.791 -2.222  0.3806
Cl3 -9.821 -0.172 -2.233  -0.1804
C11 -9.754 0.910 -3.652  -0.4414
C12 -8.986 0.287 -4.786  -0.3535
Cl4 -7.244 0.138 -4.397  -0.2288
H22 -9.311 1.849 -3.333  0.3276
H23 -10.778 1.093 -3.971  0.3326
H24 -9.059 0.909 -5.676  0.3722
H25 -9.353 -0.702 -5.028  0.1755
Cl5 -7.828 -1.797 -7.491  -0.1705
C13 -9.250 -2.521 -8.303  -0.4859
C14 -10.424 -1.582 -8.343  -0.4156
Cl6 -11.106 -1.301 -6.714  -0.1958
H26 -9.490 -3.442 -7.780  0.3757
H27 -8.949 -2.758 -9.322  0.2924
H28 -11.217 -2.014 -8.950  0.3719
H29 -10.148 -0.618 -8.761  0.2457
Cl7 -5.867 -2.393 -13.240  -0.1809
C15 -5.430 -1.280 -11.920  -0.4949
C16 -6.405 -1.350 -10.774  -0.4057
Cl8 -8.005 -0.692 -11.220  -0.1809
H30 -5.377 -0.276 -12.333  0.3347
H31 -4.441 -1.571 -11.568  0.3238
H32 -6.042 -0.755 -9.938  0.2942
H33 -6.547 -2.374 -10.438  0.3182
Cl9 4.609 3.958 3.409  -0.1465
C17 6.052 3.059 3.959  -0.0570
C18 5.916 1.588 3.682  -0.4610
Cl10 4.644 0.837 4.694  -0.2153
H34 6.190 3.257 5.018  0.1943
H35 6.910 3.453 3.422  0.0205
H36 6.848 1.074 3.910  0.3311
H37 5.661 1.408 2.640  0.3392
Cl11 1.891 5.752 3.243  -0.1958
C19 2.839 7.263 3.250  -0.4471
C20 2.055 8.428 2.705  -0.4643
Cl12 1.740 8.268 0.957  -0.1834
H38 3.742 7.085 2.673  0.3431
H39 3.115 7.459 4.284  0.3214
H40 2.627 9.344 2.844  0.3159
H41 1.097 8.530 3.206  0.3144
Cl13 9.293 4.164 4.098  -0.2095
C21 10.329 3.883 5.526  0.1676
C22 9.836 2.731 6.360  -0.5097
Cl14 8.277 3.080 7.160  -0.1994
H42 10.358 4.808 6.094  0.3409
H43 11.329 3.660 5.161  -0.2587
H44 10.558 2.519 7.147  0.3543
H45 9.701 1.837 5.756  0.3272
Cl15 13.388 5.565 3.771  -0.1666
C23 14.896 4.742 4.252  -0.4909
C24 14.854 3.271 3.931  -0.4412
Cl16 13.656 2.416 4.942  -0.1924
H46 15.040 4.910 5.316  0.3120
H47 15.711 5.211 3.705  0.3338
H48 15.823 2.818 4.128  0.3306
H49 14.588 3.097 2.891  0.3111

***

# 2
C24H49FN2O10 | the ωB97M-V functional and the def2-TZVPD basis

Results
highest occupied orbital energy	-8.5	eV
Kohn-Sham gap	9.13	eV
E	-1905.5339	Eh

Last column: Mulliken charge in e.
Positions of all 86 atoms, in Å:
C1 -2.863 0.486 -0.314  -1.0166
C2 -2.852 -0.538 -1.416  0.8507
O1 -2.403 -1.616 -1.236  -0.5829
O2 -3.407 -0.138 -2.559  -0.4312
C3 -3.157 -1.008 -3.671  -0.8476
C4 -1.741 -0.829 -4.225  0.2846
C5 -0.879 -2.074 -4.093  -0.7077
C6 0.565 -1.941 -4.620  -0.5598
C7 1.077 -0.512 -4.855  -1.1330
C8 1.602 0.108 -3.565  0.6386
O3 3.017 -0.113 -3.566  -0.6044
O4 1.114 -0.360 -2.308  -0.2117
C9 1.705 0.507 -1.409  0.3965
O5 1.847 0.374 -0.287  -0.4889
O6 2.163 1.624 -2.052  -0.4457
C10 1.461 1.597 -3.329  -0.2077
C11 0.069 2.142 -2.988  0.5839
C12 0.094 3.243 -1.928  -0.3724
F1 -0.896 4.162 -2.232  -0.3679
H1 -1.882 0.911 -0.147  0.2225
H2 -3.219 -0.029 0.567  0.3875
H3 -3.590 1.249 -0.577  0.3126
H4 -3.376 -2.043 -3.446  0.3698
H5 -3.874 -0.723 -4.429  0.3585
H6 -1.302 0.011 -3.696  -0.5197
H7 -1.834 -0.530 -5.265  0.5331
H8 -0.925 -2.416 -3.066  0.2732
H9 -1.368 -2.848 -4.682  0.4946
H10 1.214 -2.374 -3.858  0.0046
H11 0.713 -2.567 -5.488  0.5818
H12 1.944 -0.597 -5.492  0.5514
H13 0.384 0.131 -5.387  0.4416
H14 3.111 -1.078 -3.494  0.4661
H15 1.900 2.259 -4.064  0.6430
H16 -0.430 2.556 -3.860  0.5571
H17 -0.590 1.363 -2.626  -0.9810
H18 -0.172 2.811 -0.972  0.2405
H19 1.025 3.792 -1.887  0.2749
C13 3.354 -3.437 -1.290  -0.3787
O7 4.629 -2.855 -1.498  -0.4005
C14 4.816 -1.618 -0.807  -0.6968
C15 5.839 -1.780 0.300  -0.3097
N1 5.318 -2.595 1.391  -0.2819
C16 6.321 -2.991 2.377  -0.6975
C17 7.464 -3.894 1.916  -0.4775
O8 7.065 -5.204 1.556  -0.4261
C18 6.610 -5.356 0.224  -0.5171
H20 3.258 -4.277 -1.978  0.2432
H21 3.242 -3.812 -0.268  0.3103
H22 2.551 -2.721 -1.500  0.0344
H23 3.869 -1.220 -0.436  0.2882
H24 5.212 -0.904 -1.535  0.4320
H25 6.106 -0.793 0.687  0.4077
H26 6.736 -2.228 -0.147  0.1909
H27 4.900 -3.432 1.006  0.0642
H28 5.788 -3.516 3.174  0.3721
H29 6.746 -2.086 2.822  0.4023
H30 8.137 -4.016 2.768  0.3553
H31 8.063 -3.440 1.118  0.3370
H32 7.115 -4.674 -0.464  0.2742
H33 5.528 -5.216 0.157  0.1567
H34 6.824 -6.380 -0.086  0.3053
C19 -3.245 4.987 5.472  -0.7154
O9 -3.770 3.774 5.977  -0.3398
C20 -5.143 3.841 6.344  -0.8072
C21 -5.999 3.018 5.403  -0.1895
N2 -6.073 3.630 4.081  -0.3205
C22 -6.679 2.781 3.058  -0.7588
C23 -5.967 1.480 2.691  -0.5612
O10 -4.723 1.659 2.036  -0.2888
C24 -3.616 1.854 2.899  -0.5588
H35 -2.167 4.867 5.378  0.2383
H36 -3.654 5.226 4.485  0.3012
H37 -3.443 5.817 6.157  0.3414
H38 -5.494 4.876 6.394  0.4015
H39 -5.224 3.413 7.348  0.3915
H40 -7.009 2.938 5.815  0.3898
H41 -5.566 2.010 5.362  0.1706
H42 -5.139 3.875 3.781  0.0747
H43 -6.750 3.384 2.149  0.3913
H44 -7.703 2.546 3.364  0.4031
H45 -6.605 0.960 1.971  0.3766
H46 -5.859 0.802 3.545  0.3475
H47 -3.727 1.320 3.845  0.3184
H48 -3.458 2.919 3.085  0.1507
H49 -2.725 1.478 2.395  0.2663

***

# 3
C24H50BINO2 | the ωB97M-V functional and the def2-TZVPD basis

Results
total charge	+1
highest occupied orbital energy	-12.3	eV
Kohn-Sham gap	9.22	eV
E	-1471.9595	Eh

Last column: Mulliken charge in e.
Positions of all 79 atoms, in Å:
C1 -4.192 0.952 1.064  -0.7264
C2 -5.039 1.015 -0.281  -0.4071
C3 -4.408 2.153 -1.151  -0.1056
C4 -4.641 2.030 -2.699  -0.9037
C5 -4.265 0.645 -3.316  -1.0427
C6 -2.740 0.256 -3.138  0.4306
C7 -2.645 -0.831 -2.004  -0.0042
C8 -1.214 -1.477 -1.916  1.0524
C9 -1.031 -2.821 -2.720  -1.0776
C10 -0.712 -4.000 -1.693  -0.5964
C11 0.793 -4.452 -1.793  -0.8433
C12 1.654 -4.143 -0.520  -1.1576
C13 1.370 -2.742 0.138  0.2941
C14 0.451 -2.879 1.434  -0.8386
C15 1.099 -2.245 2.722  -0.7397
C16 0.333 -0.949 3.235  -1.2131
C17 1.020 0.380 2.767  0.0848
C18 2.430 0.752 3.391  -1.0207
C19 2.926 1.811 2.312  -0.2785
I1 1.952 3.670 2.952  0.1129
B1 4.473 2.259 2.276  0.6029
O1 5.283 2.221 3.437  -0.5102
C20 5.075 2.804 0.875  -0.3573
C21 6.023 4.069 1.084  -1.0956
C22 2.425 1.117 0.993  -0.3065
N1 1.031 0.651 1.284  1.9009
C23 -0.022 1.559 0.708  -0.5804
O2 -0.345 1.078 -0.570  -0.0958
C24 0.228 1.857 -1.636  -1.0492
H1 -3.117 0.751 0.824  -0.2530
H2 -4.302 1.928 1.601  0.3864
H3 -4.572 0.168 1.759  0.3475
H4 -4.925 0.010 -0.742  0.1743
H5 -6.093 1.189 0.015  0.4597
H6 -4.903 3.106 -0.829  0.4881
H7 -3.317 2.295 -0.936  -0.1840
H8 -5.715 2.226 -2.910  0.4016
H9 -3.996 2.789 -3.211  0.2869
H10 -4.470 0.608 -4.416  0.3315
H11 -4.857 -0.200 -2.888  0.4629
H12 -2.294 -0.156 -4.080  0.4331
H13 -2.101 1.124 -2.853  -0.3469
H14 -2.805 -0.303 -1.031  -0.9314
H15 -3.409 -1.636 -2.124  0.7637
H16 -0.443 -0.726 -2.234  -0.3506
H17 -1.013 -1.640 -0.825  -0.6837
H18 -0.187 -2.717 -3.446  0.3933
H19 -1.939 -3.026 -3.327  0.4659
H20 -1.336 -4.859 -2.051  0.4523
H21 -1.059 -3.773 -0.664  0.3902
H22 0.786 -5.567 -1.909  0.3667
H23 1.285 -4.069 -2.720  0.3827
H24 2.724 -4.125 -0.854  0.3122
H25 1.614 -4.945 0.256  0.3852
H26 1.010 -1.965 -0.572  -0.2221
H27 2.359 -2.371 0.525  0.3513
H28 0.312 -3.968 1.614  0.6557
H29 -0.568 -2.447 1.292  0.2168
H30 1.023 -2.973 3.566  0.3440
H31 2.195 -2.049 2.605  0.3657
H32 0.258 -0.954 4.345  0.4224
H33 -0.708 -0.989 2.835  0.4811
H34 0.306 1.149 3.159  0.3537
H35 2.211 1.336 4.306  0.4413
H36 3.121 -0.088 3.626  0.3555
H37 6.110 1.780 3.209  0.3197
H38 4.218 3.174 0.255  0.0798
H39 5.614 1.959 0.386  0.3745
H40 5.962 4.496 2.104  0.2854
H41 7.064 3.787 0.806  0.3285
H42 5.717 4.851 0.346  0.3308
H43 3.026 0.232 0.664  0.2109
H44 2.540 1.802 0.129  0.1601
H45 0.814 -0.282 0.898  -1.0251
H46 0.309 2.620 0.687  0.4771
H47 -0.919 1.531 1.377  0.2196
H48 0.693 1.153 -2.368  0.3233
H49 -0.567 2.471 -2.122  0.2725
H50 1.032 2.557 -1.317  0.4142